No. 1
One molecule with the formula C8H8O2S2, computed with wB97M-V/def2-TZVPD.

Atoms and positions in Å:
C: -1.745075 -0.142358 0.073502
H: 3.128185 -0.060034 -1.233229
H: 1.000935 1.587619 -1.032435
C: -2.976273 0.076747 0.781721
C: 0.520031 0.730585 -0.566711
H: -0.919966 -1.919792 -0.950775
C: -3.651793 -1.056359 1.036713
H: 3.153828 -1.294610 0.047225
S: -2.882502 -2.461948 0.360239
C: 2.775084 -0.312677 -0.232809
O: 1.459171 -2.771908 0.876613
C: -1.582383 -1.516638 -0.209112
S: 0.663971 -1.566505 1.027372
H: -4.573291 -1.169880 1.573575
O: 0.909197 -0.767582 2.223974
C: -0.853843 0.861949 -0.275462
C: 1.294640 -0.327311 -0.225689
H: -3.293025 1.048455 1.113046
H: 3.182323 0.425841 0.459220
H: -1.236506 1.873512 -0.247647

Atoms 1-6, force components in eV/Å:
C -0.1 0.0 -0.3
H 0.0 0.0 0.0
H 0.1 0.0 0.1
C -0.2 -0.1 0.1
C 0.0 -0.2 -0.5
H 0.2 -0.1 -0.2

E_HOMO (alpha / beta) (eV): -7.68 / -8.09
Gap between HOMO and LUMO (alpha / beta) (eV): 6.08 / 6.73
Total energy (eV): -34187.7614
Relative energy (zero: lowest compared OMol25 entry of this formula, charge and spin) (kJ/mol): 295.6

No. 2
A 5-piece molecular cluster, C18H42Cl6N2 overall in a non-equilibrium geometry, computed with wB97M-V/def2-TZVPD.

Atoms and positions in Å:
H: -1.304011 2.964701 -4.944212
H: -0.283149 1.206843 -1.672968
H: 0.181945 2.084951 -3.931057
C: -3.558381 -4.494805 -0.547571
H: 0.834112 -0.151375 -1.797068
H: -2.980734 2.674829 -5.943133
H: -2.764141 -5.305473 -0.586190
H: 2.079732 2.663912 0.615445
N: 0.830664 3.459886 2.983780
H: -4.892255 -5.322926 -2.108161
H: -3.811312 -3.916987 0.484233
H: -0.965074 3.745114 5.010877
H: 0.309862 -2.551848 2.829840
H: -0.119038 1.594170 3.455110
C: 4.552920 -1.389935 3.128205
C: -1.706669 1.079737 -5.223795
H: 4.847798 -3.182199 4.527621
H: 1.632250 4.314434 0.335231
H: -0.357885 5.157189 2.830381
C: 1.871323 1.066561 3.234796
C: -1.397547 -0.980778 -3.875007
H: -1.070195 1.277585 -5.945427
C: 0.345378 0.944898 -2.197476
Cl: -5.018675 -6.667300 -0.094980
H: -0.948894 -1.502786 -2.980716
H: 0.505640 -4.548699 0.926626
C: 0.255311 -2.387928 1.817571
Cl: 4.568727 -2.472884 1.619356
H: -2.729103 2.736357 -3.935634
C: -1.361386 -1.735960 -5.104794
H: 0.682465 0.357133 -4.493780
H: -2.466730 -1.146660 -3.411913
C: -4.818465 -5.121879 -1.038950
H: 0.429026 1.943781 1.797306
H: -1.848469 2.814312 3.921870
Cl: -3.060848 -3.487619 -1.874851
C: 4.249769 -2.259604 4.348010
H: 1.924584 -3.537748 1.464677
C: -0.494847 4.143074 2.847523
C: 2.221153 3.673804 0.985580
H: 1.606711 -0.003648 3.121642
H: -0.334029 -1.856330 -5.301386
H: 2.853951 3.764728 2.870376
C: 1.813919 4.108329 2.283037
H: 2.842310 1.254649 2.663709
H: 5.543285 -1.209743 3.278530
H: 1.978472 1.099556 4.150132
Cl: -1.478378 -2.546120 1.513776
H: 1.916259 5.066895 2.453372
H: 3.145459 3.847097 0.589330
H: -2.403331 0.607656 -5.569681
C: -2.281201 2.560054 -4.994237
N: -1.317539 0.433625 -3.992474
H: 0.891743 -1.466530 1.572586
H: -1.695312 -2.769880 -4.790280
Cl: 2.642612 -3.105951 4.250754
C: 0.980820 -3.509386 0.918412
H: 4.469742 -1.475830 5.096375
C: 0.734563 1.964185 2.757327
H: -2.160291 4.611918 4.117807
H: -1.170929 4.041391 1.936115
H: 4.065322 -0.490570 3.069937
H: -5.732132 -4.549642 -0.750718
Cl: 1.002807 -2.818175 -0.769727
C: -1.472975 3.804867 3.985484
C: 0.042950 0.942529 -3.777320
H: 1.008083 1.685440 -2.051418
H: -1.857738 -1.728992 -6.087816

Atoms 1-6, force components in eV/Å:
H 0.3 2.2 -0.6
H -12.5 3.8 8.8
H -0.7 -2.0 -0.7
C 0.1 -0.5 1.3
H -1.4 3.2 -1.0
H 1.6 0.8 2.2

E_HOMO (eV): -7.84
Gap between HOMO and LUMO (eV): 8.31
Total energy (eV): -97450.5126
Relative energy (zero: lowest compared OMol25 entry of this formula, charge and spin) (kJ/mol): 228.8

No. 3
C10H23O12V as an isolated structure in a non-equilibrium geometry, computed with wB97M-V/def2-TZVPD.

Atoms and positions in Å:
H: -5.530379 0.344790 -0.205873
H: 3.507061 -0.343228 -3.318633
O: 2.053377 -1.110308 -1.989492
H: 2.093470 -1.217890 -4.041027
H: 3.153748 0.101549 2.471399
C: 1.029229 -0.268193 -1.850361
O: 0.874531 1.489812 1.953142
H: -4.879654 -0.842978 0.933586
O: -2.124696 -1.061176 0.322028
O: 0.545988 0.006983 -0.793087
C: 0.642565 4.067753 2.814972
C: 3.303693 0.485445 1.467672
C: 1.826627 2.211417 1.907967
C: -1.292813 -2.904514 -1.476172
H: 0.236609 3.511375 3.655475
C: -2.806151 -1.329668 -0.629707
O: 3.015704 1.895536 1.459031
O: 0.595913 0.215263 -3.017904
H: -2.060897 0.135751 3.864870
O: 0.601844 -1.438978 1.626863
V: -0.707427 0.171346 1.360526
H: -0.050195 3.989752 1.973106
C: 2.786324 -1.151156 -3.201973
H: 2.137038 -2.460028 0.685344
H: -1.389500 0.596090 -2.425101
H: -4.032743 0.702908 0.655703
O: -2.543779 -2.204739 -1.567083
H: -1.228581 2.611158 0.048318
H: 0.646536 -3.398516 1.054346
H: 2.606731 -0.032608 0.801128
H: 3.353151 -2.080899 -3.259711
H: -1.445967 -3.887407 -1.911782
H: -0.398878 2.030442 -2.778705
H: -1.016712 -3.090124 -0.436902
C: -4.617570 -0.089667 0.190395
H: -0.549853 -2.284932 -1.971417
H: 4.258779 0.292246 0.989295
O: -1.474468 0.331848 3.151492
C: -0.573242 0.985439 -3.036794
H: 1.754383 -2.921957 2.364913
H: 0.827118 5.120907 2.987127
O: 1.857505 3.449450 2.369017
C: 1.317121 -2.598421 1.408627
H: -1.008147 1.002252 -4.038893
O: -3.941331 -0.743826 -0.878984
O: -1.352079 1.711718 0.313249

Atoms 1-6, force components in eV/Å:
H 0.1 -0.1 -0.3
H -0.3 0.3 0.2
O 0.2 0.2 0.6
H 0.1 0.4 -0.1
H 0.4 -0.2 0.0
C -0.1 0.4 -0.3

E_HOMO (alpha / beta) (eV): -7.56 / -7.81
Gap between HOMO and LUMO (alpha / beta) (eV): 8.11 / 8.35
Total energy (eV): -61000.5760
Relative energy (zero: lowest compared OMol25 entry of this formula, charge and spin) (kJ/mol): 103.8
Multiplicity: 3

No. 4
C13H15IN3O5PdSi as an isolated structure in a non-equilibrium geometry, computed with wB97M-V/def2-TZVPD.

Atoms and positions in Å:
N: 1.152229 2.236768 -0.944796
H: -1.608503 2.881755 0.409309
N: -0.086859 1.870265 -0.605369
C: 2.908643 -1.549206 -2.440847
H: -1.483626 1.063843 4.387889
H: 2.426302 3.922124 -0.705343
C: -0.602624 2.915006 0.025738
H: -1.403137 -2.342627 3.367180
C: -2.269950 -1.747529 3.074299
H: 3.864008 -2.426505 -4.477110
C: 1.458552 3.480585 -0.543768
H: -3.947744 0.859926 2.907712
H: -4.098772 0.184539 1.276762
O: 1.956344 -0.141509 0.780294
O: -1.732911 -1.746507 -0.966166
C: -3.448535 0.757998 1.941295
I: 0.104719 5.839624 0.930650
Si: -1.766030 -0.129897 2.185166
H: -0.596326 1.912214 3.109406
C: -0.853432 0.926472 3.504787
H: 0.077927 0.445643 3.811584
H: 3.960543 -1.291277 -2.490309
H: -2.898786 -2.362874 2.427588
C: 2.717164 -0.260704 -0.218639
N: 0.861510 -1.408145 -1.275342
H: -3.336860 1.757452 1.514124
H: -2.838145 -1.496502 3.972861
H: 0.409781 -3.193690 -4.056158
H: 1.782348 1.573699 -1.364921
C: -1.252290 -2.367990 -1.959263
O: 2.956757 -2.737920 -4.530410
C: 2.280651 -2.296937 -3.434840
O: 3.805911 0.293442 -0.428692
C: 0.930491 -2.604158 -3.315046
O: -1.823395 -3.132677 -2.737003
C: 2.155743 -1.127392 -1.361663
C: 0.255180 -2.126749 -2.206616
Pd: -0.350518 -0.387740 0.350291
C: 0.333644 3.957182 0.085366

Atoms 1-6, force components in eV/Å:
N 0.0 0.2 0.0
H 0.0 0.0 0.0
N -0.1 0.1 0.1
C 0.1 -0.1 -0.1
H 0.0 0.0 0.0
H 0.0 0.0 0.0

E_HOMO (alpha / beta) (eV): -5.26 / -5.27
Charge: -1
Gap between HOMO and LUMO (alpha / beta) (eV): 7.36 / 7.36
Total energy (eV): -47893.3432
Relative energy (zero: lowest compared OMol25 entry of this formula, charge and spin) (kJ/mol): 92.3

Look up the relative energy (zero: lowest compared OMol25 entry of this formula, charge and spin) of the fourth one.
92.3 kJ/mol

Among the records above, which one has the highest relative energy (zero: lowest compared OMol25 entry of this formula, charge and spin)?
C8H8O2S2